8
Properties=species:S:1:pos:R:3:nbo_charge:R:1 method="wB97M-V/def2-TZVPD" homo_lumo_gap_ha=0.30037 e_tot_ha=-623.9618 e_above_lowest_kcal_mol=29.15 homo_ev=-9.872 fmax_ha_per_bohr=0.0986
C 0.386 0.454 0.655 0.061
C -0.626 1.082 -0.196 0.352
N 0.728 -0.765 0.529 -0.706
O -1.246 0.571 -1.100 -0.463
O 0.816 -2.552 -1.113 -1.021
P -0.070 -2.024 -0.153 1.482
H 0.745 1.021 1.410 0.177
H -0.734 2.214 -0.032 0.118